1.
10
Properties=species:S:1:pos:R:3:forces:R:3:nbo_charge:R:1 method="wB97M-V/def2-TZVPD" charge=0 e_lumo_ev=0.574
Br -2.27660 1.33791 -0.10531 -1.2 0.3 0.1 0.07
F 0.12348 1.73398 -1.21026 -0.5 0.3 -0.6 -0.36
O -0.20569 -2.02268 -1.60528 0.3 -0.4 0.4 -0.50
N 0.57475 -0.93109 0.35766 1.2 -2.2 1.7 -0.63
C -0.55372 0.80547 -0.47678 2.4 -2.7 -0.7 0.10
C 0.35120 0.44793 0.69196 -0.4 -0.5 -1.8 -0.30
C -0.00304 -1.20985 -0.78820 -1.9 3.1 -1.2 0.78
H 0.91678 -1.65100 1.03877 -0.2 0.8 -1.1 0.41
H -0.15830 0.46792 1.58843 -0.5 0.8 2.3 0.21
H 1.23114 1.02142 0.50903 0.7 0.6 0.9 0.22

***

2.
10
Properties=species:S:1:pos:R:3:forces:R:3:nbo_charge:R:1 method="wB97M-V/def2-TZVPD" charge=-1 e_lumo_ev=3.175
Br -2.17374 -0.86631 0.83546 -0.4 -0.3 0.3 -0.05
F 1.30856 -1.94699 -0.42325 0.1 0.1 -0.2 -0.36
O 3.02288 0.49608 0.94816 0.4 0.3 0.5 -0.74
O 2.42236 0.73845 -1.20886 -0.1 0.3 -0.9 -0.73
C 2.35015 0.29070 -0.07371 -0.5 -0.8 0.5 0.67
C 1.28124 -0.79198 0.26851 -2.7 1.1 -0.2 0.28
C -0.87392 0.07491 -0.15375 3.5 -1.1 0.2 -0.62
H -0.77463 1.09818 0.15711 -0.2 0.2 0.0 0.19
H -0.96755 -0.10294 -1.21329 -0.1 0.1 -0.1 0.19
H 1.16757 -1.00227 1.33308 -0.1 0.1 -0.2 0.15

***

3.
10
Properties=species:S:1:pos:R:3:forces:R:3:nbo_charge:R:1 method="wB97M-V/def2-TZVPD" charge=0 e_lumo_ev="0.165 / 0.165"
Br -2.74394 -0.63626 1.81669 -0.7 0.6 0.3 0.18
O 0.32907 1.36558 -1.39580 -0.9 0.8 3.2 -0.66
N 0.26863 -1.71806 -0.62962 0.6 -0.6 -2.5 -0.51
N -0.73774 -1.44611 0.04072 1.9 -1.7 -1.9 -0.03
C 1.23074 1.59654 0.98234 -0.9 0.1 -1.4 -0.38
C 0.82835 1.55070 -0.14931 -0.5 -0.7 -1.9 0.31
C -1.48823 -1.53154 0.92234 -1.5 0.0 1.8 0.02
H 1.00382 1.19855 -2.01075 1.7 -0.4 -1.2 0.50
H 1.23412 1.91713 1.96691 0.5 0.2 1.2 0.23
H 0.07518 -2.29653 -1.54351 -0.2 1.6 2.2 0.34

***

4.
9
Properties=species:S:1:pos:R:3:forces:R:3:nbo_charge:R:1 method="wB97M-V/def2-TZVPD" charge=0 e_lumo_ev=0.565
Br 1.11952 0.93693 1.70268 0.1 0.2 0.0 0.05
O -0.07607 -0.08055 -1.81237 -0.1 0.7 0.2 -0.47
O 0.17725 2.22346 -2.28496 0.9 0.3 -0.1 -0.50
C -0.28356 -0.05621 0.89104 1.9 -0.1 -6.3 -0.46
C -0.03172 1.25897 -1.64449 -0.9 -0.6 -0.1 0.75
C -0.81293 0.57501 -0.65181 0.1 -0.9 2.6 -0.04
H -1.11346 -0.08517 1.46863 -2.3 -0.4 2.0 0.21
H 0.15331 -1.05302 0.51830 -0.9 1.4 1.1 0.25
H -1.92738 0.69275 -0.84327 1.3 -0.6 0.6 0.21

***

Taking the records one at a time from the top gives relative energy (zero: lowest compared OMol25 entry of this formula, charge and spin) values of 24.5 74.9 151.0 39.3 kcal/mol.